Formula: C36H42AsF6N6
Source: OMol25
Level of theory: wB97M-V/def2-TZVPD

Each line ends with the Löwdin charge.
Element x y z (Å)
C (-3.828, 4.478, 5.526)  0.04
N (-2.781, 3.639, 4.924)  -0.10
C (-2.693, 2.346, 5.248)  0.06
C (-1.547, 1.639, 4.714)  0.07
C (-0.549, 2.252, 3.924)  -0.12
C (-0.787, 3.552, 3.534)  0.07
C (-1.901, 4.243, 4.114)  0.05
C (0.622, 1.471, 3.344)  -0.12
C (1.767, 2.179, 2.977)  0.05
C (2.745, 1.497, 2.268)  0.06
N (2.560, 0.151, 1.912)  -0.07
C (1.550, -0.528, 2.296)  0.00
C (0.469, 0.164, 2.952)  0.06
C (3.696, -0.461, 1.100)  0.07
H (-3.393, 5.149, 6.267)  0.13
H (-4.515, 3.940, 6.180)  0.11
H (-4.343, 5.029, 4.739)  0.12
H (-3.472, 1.974, 5.898)  0.15
H (-1.480, 0.589, 4.961)  0.12
H (-0.055, 4.139, 2.998)  0.13
H (-2.153, 5.261, 3.856)  0.16
H (1.911, 3.225, 3.207)  0.14
H (3.703, 1.904, 1.980)  0.14
H (1.311, -1.549, 2.038)  0.16
H (-0.419, -0.382, 3.232)  0.12
H (4.601, 0.137, 1.209)  0.10
H (3.228, -0.421, 0.116)  0.09
H (3.868, -1.503, 1.367)  0.12
C (8.081, 4.756, -1.270)  0.07
N (7.065, 3.913, -1.973)  -0.09
C (7.398, 2.651, -2.178)  0.02
C (6.555, 1.761, -2.893)  0.09
C (5.281, 2.264, -3.300)  -0.11
C (4.999, 3.646, -3.070)  0.06
C (5.901, 4.472, -2.392)  0.04
C (4.261, 1.438, -3.968)  -0.12
C (2.844, 1.551, -3.752)  0.07
C (1.936, 0.735, -4.464)  0.05
N (2.428, -0.205, -5.331)  -0.08
C (3.781, -0.254, -5.627)  0.06
C (4.676, 0.534, -4.960)  0.05
C (1.557, -1.122, -5.995)  0.02
H (7.585, 5.583, -0.763)  0.11
H (8.565, 5.171, -2.154)  0.13
H (8.735, 4.193, -0.603)  0.12
H (8.441, 2.407, -2.042)  0.16
H (6.792, 0.721, -3.063)  0.13
H (4.064, 4.155, -3.250)  0.13
H (5.726, 5.531, -2.273)  0.16
H (2.511, 2.375, -3.138)  0.12
H (0.889, 0.779, -4.203)  0.13
H (3.992, -0.998, -6.380)  0.16
H (5.753, 0.461, -4.998)  0.13
H (0.738, -1.453, -5.357)  0.10
H (2.185, -1.966, -6.280)  0.12
H (0.977, -0.630, -6.775)  0.13
C (-7.637, -4.122, 4.289)  0.04
N (-6.698, -3.847, 3.220)  -0.07
C (-7.122, -4.012, 1.925)  0.05
C (-6.275, -3.861, 0.838)  0.09
C (-4.931, -3.498, 1.127)  -0.15
C (-4.498, -3.329, 2.442)  0.06
C (-5.440, -3.470, 3.478)  0.03
C (-4.036, -3.429, 0.027)  -0.15
C (-2.846, -4.174, 0.075)  0.05
C (-2.024, -4.314, -1.042)  0.01
N (-2.392, -3.711, -2.190)  -0.09
C (-3.377, -2.837, -2.190)  -0.03
C (-4.255, -2.684, -1.149)  0.07
C (-1.509, -3.902, -3.356)  0.04
H (-7.985, -3.301, 4.914)  0.12
H (-7.098, -4.746, 5.002)  0.12
H (-8.525, -4.575, 3.847)  0.12
H (-8.153, -4.178, 1.649)  0.16
H (-6.751, -4.012, -0.119)  0.15
H (-3.463, -3.228, 2.733)  0.13
H (-5.125, -3.491, 4.511)  0.16
H (-2.604, -4.795, 0.924)  0.14
H (-1.132, -4.924, -1.040)  0.16
H (-3.624, -2.542, -3.199)  0.16
H (-5.100, -2.017, -1.240)  0.15
H (-0.526, -3.750, -2.910)  0.10
H (-1.842, -3.238, -4.154)  0.11
H (-1.776, -4.883, -3.748)  0.12
As (-0.714, -0.230, -1.329)  0.90
F (-1.072, -1.768, -0.501)  -0.27
F (-0.357, -1.208, -2.815)  -0.29
F (-0.333, 1.347, -2.060)  -0.26
F (-1.202, 0.542, 0.266)  -0.31
F (0.974, -0.278, -0.802)  -0.28
F (-2.382, -0.122, -1.853)  -0.24

Highest occupied orbital energy (eV): -20.89
Net charge: +5
DFT total energy (a.u.): -4558.8066
Spin multiplicity: 1

=====

Formula: C4H35NO14
Source: OMol25
Level of theory: wB97M-V/def2-TZVPD

Each line ends with the Löwdin charge.
Element x y z (Å)
C (1.412, -1.369, -2.469)  -0.09
N (1.473, -0.231, -1.536)  -0.10
C (0.189, 0.455, -1.418)  -0.28
C (0.128, 1.146, -0.031)  -0.11
O (-1.296, 1.148, 0.347)  -0.16
C (-0.168, 1.430, -2.596)  -0.16
O (-1.496, 1.143, -3.032)  -0.08
H (0.609, -2.098, -2.191)  0.08
H (2.367, -1.904, -2.470)  0.09
H (1.140, -1.039, -3.485)  0.08
H (2.195, 0.386, -1.943)  0.11
H (-0.587, -0.302, -1.307)  0.12
H (0.302, 2.257, -0.114)  0.13
H (0.601, 0.659, 0.829)  0.10
H (-1.460, 1.472, 1.265)  0.05
H (0.505, 1.390, -3.458)  0.12
H (-0.150, 2.463, -2.219)  0.12
H (-2.067, 1.826, -2.637)  0.06
H (-2.547, -3.993, -1.538)  0.06
H (-1.915, -2.676, -1.982)  0.00
O (-1.719, -3.619, -1.847)  -0.07
H (0.182, 0.078, 3.146)  0.00
H (0.361, 0.874, 4.421)  0.08
O (0.268, 0.999, 3.464)  -0.07
H (-2.524, -0.375, -2.253)  0.03
H (-3.165, -0.859, -1.021)  0.05
O (-2.882, -1.209, -1.885)  -0.06
H (3.233, 2.184, -0.676)  -0.01
H (2.519, 3.044, -1.766)  0.01
O (3.342, 2.599, -1.578)  -0.09
H (-0.824, -2.783, 0.496)  0.00
H (-0.317, -3.534, -0.722)  0.02
O (-0.099, -3.356, 0.223)  -0.08
H (-2.415, 2.078, -0.555)  -0.01
H (-3.030, 3.372, -0.971)  0.05
O (-3.223, 2.425, -0.993)  -0.06
H (-2.857, 2.182, 3.333)  0.06
H (-1.281, 1.710, 3.262)  0.03
O (-2.138, 1.881, 2.780)  -0.07
H (-2.725, -0.966, 1.947)  0.06
H (-1.763, -0.470, 1.036)  0.02
O (-2.235, -1.325, 1.196)  -0.06
H (3.038, 2.739, 1.395)  0.07
H (3.336, 1.266, 1.723)  0.02
O (3.196, 1.881, 0.976)  -0.06
H (1.011, -1.618, 2.094)  -0.01
H (-0.526, -1.981, 2.329)  0.02
O (0.260, -1.590, 2.726)  -0.06
H (2.078, -1.101, 0.129)  0.04
H (1.755, -2.567, 0.374)  0.05
O (2.101, -1.788, 0.841)  -0.09
H (4.026, -0.936, 2.777)  0.06
H (2.626, -0.654, 2.370)  0.01
O (3.394, -0.216, 2.783)  -0.05

Highest occupied orbital energy (eV): -9.59
DFT total energy (a.u.): -1281.5352
Spin multiplicity: 1

=====

Formula: C2H8BN
Source: OMol25
Level of theory: wB97M-V/def2-TZVPD

Each line ends with the Löwdin charge.
Element x y z (Å)
B (0.519, -1.001, -0.354)  -0.11
C (-0.503, 1.698, -0.686)  -0.15
C (-0.322, 0.609, 0.485)  -0.17
N (0.562, -2.008, 0.684)  0.08
H (0.504, -1.169, -1.525)  0.03
H (-1.124, 1.138, -1.372)  0.05
H (-0.884, 2.618, -0.289)  0.04
H (0.405, 1.980, -1.198)  0.05
H (0.448, 0.748, 1.286)  0.05
H (-1.147, 0.180, 0.951)  0.01
H (0.807, -2.958, 0.377)  0.07
H (0.735, -1.835, 1.641)  0.05

Highest occupied orbital energy (eV): -8.76
DFT total energy (a.u.): -160.5717
Spin multiplicity: 1

=====

Formula: C4H8F2
Source: OMol25
Level of theory: wB97M-V/def2-TZVPD

Each line ends with the Löwdin charge.
Element x y z (Å)
C (-1.482, 0.097, -0.073)  -0.14
C (-0.409, 0.345, 1.036)  -0.18
C (0.688, 0.309, 0.084)  -0.61
C (1.015, -0.776, -0.696)  -0.07
H (-1.479, -1.035, -0.277)  0.08
H (-1.107, 0.844, -1.116)  0.17
H (-2.586, 0.388, 0.325)  0.11
H (-0.344, -0.561, 1.803)  0.17
H (-0.513, 1.414, 1.487)  0.15
H (0.921, -1.839, -0.157)  0.16
H (2.101, -0.569, -0.759)  0.10
H (0.486, -0.545, -1.820)  0.17
F (2.018, 0.302, 0.774)  -0.09
F (0.691, 1.626, -0.611)  -0.04

Highest occupied orbital energy (eV): -11.60
DFT total energy (a.u.): -356.8151
SMILES: CCC(C)(F)F
Spin multiplicity: 1

=====

Question: Which value of highest occupied orbital energy does entry 4 give?
Answer: -11.60 eV

=====

Question: Number 1 is which compound?
Answer: C36H42AsF6N6

=====

Repeat the second record exactly.
Formula: C4H35NO14
Source: OMol25
Level of theory: wB97M-V/def2-TZVPD

Each line ends with the Löwdin charge.
Element x y z (Å)
C (1.412, -1.369, -2.469)  -0.09
N (1.473, -0.231, -1.536)  -0.10
C (0.189, 0.455, -1.418)  -0.28
C (0.128, 1.146, -0.031)  -0.11
O (-1.296, 1.148, 0.347)  -0.16
C (-0.168, 1.430, -2.596)  -0.16
O (-1.496, 1.143, -3.032)  -0.08
H (0.609, -2.098, -2.191)  0.08
H (2.367, -1.904, -2.470)  0.09
H (1.140, -1.039, -3.485)  0.08
H (2.195, 0.386, -1.943)  0.11
H (-0.587, -0.302, -1.307)  0.12
H (0.302, 2.257, -0.114)  0.13
H (0.601, 0.659, 0.829)  0.10
H (-1.460, 1.472, 1.265)  0.05
H (0.505, 1.390, -3.458)  0.12
H (-0.150, 2.463, -2.219)  0.12
H (-2.067, 1.826, -2.637)  0.06
H (-2.547, -3.993, -1.538)  0.06
H (-1.915, -2.676, -1.982)  0.00
O (-1.719, -3.619, -1.847)  -0.07
H (0.182, 0.078, 3.146)  0.00
H (0.361, 0.874, 4.421)  0.08
O (0.268, 0.999, 3.464)  -0.07
H (-2.524, -0.375, -2.253)  0.03
H (-3.165, -0.859, -1.021)  0.05
O (-2.882, -1.209, -1.885)  -0.06
H (3.233, 2.184, -0.676)  -0.01
H (2.519, 3.044, -1.766)  0.01
O (3.342, 2.599, -1.578)  -0.09
H (-0.824, -2.783, 0.496)  0.00
H (-0.317, -3.534, -0.722)  0.02
O (-0.099, -3.356, 0.223)  -0.08
H (-2.415, 2.078, -0.555)  -0.01
H (-3.030, 3.372, -0.971)  0.05
O (-3.223, 2.425, -0.993)  -0.06
H (-2.857, 2.182, 3.333)  0.06
H (-1.281, 1.710, 3.262)  0.03
O (-2.138, 1.881, 2.780)  -0.07
H (-2.725, -0.966, 1.947)  0.06
H (-1.763, -0.470, 1.036)  0.02
O (-2.235, -1.325, 1.196)  -0.06
H (3.038, 2.739, 1.395)  0.07
H (3.336, 1.266, 1.723)  0.02
O (3.196, 1.881, 0.976)  -0.06
H (1.011, -1.618, 2.094)  -0.01
H (-0.526, -1.981, 2.329)  0.02
O (0.260, -1.590, 2.726)  -0.06
H (2.078, -1.101, 0.129)  0.04
H (1.755, -2.567, 0.374)  0.05
O (2.101, -1.788, 0.841)  -0.09
H (4.026, -0.936, 2.777)  0.06
H (2.626, -0.654, 2.370)  0.01
O (3.394, -0.216, 2.783)  -0.05

Highest occupied orbital energy (eV): -9.59
DFT total energy (a.u.): -1281.5352
Spin multiplicity: 1